Molecular formula: C10H10BBrCoF4
Method: DFT, ωB97M-V/def2-TZVPD

Values from the calculation:
**Multiplicity**: 4
**<S²>**: 3.795
**Charge**: -2
**LUMO level (alpha / beta)**: 5.80 / 5.05 eV
**Largest force on an atom**: 3.08 eV Å⁻¹
**Electronic energy**: -4768.31776 Ha
**HOMO energy (alpha / beta)**: 0.5 / -0.1 eV

Cartesian coordinates (Å):
C: -1.61958 -0.82441 -1.51013
C: -1.80267 -1.38520 -0.21445
C: -2.00229 -0.30691 0.70713
H: -1.89961 -2.44907 -0.00203
C: -1.96804 0.92339 -0.04100
C: -1.70936 0.59532 -1.40464
H: -1.68655 1.28760 -2.23032
H: -1.50549 -1.36956 -2.43962
H: -2.22460 -0.38485 1.76811
H: -2.20846 1.91518 0.35221
Co: -0.27549 -0.09024 -0.22077
Br: 1.88639 -0.11407 -1.24834
C: 2.28295 0.62012 -3.81276
C: 1.22438 1.40644 -4.36010
C: 0.26819 0.53072 -4.93829
H: 1.18346 2.49175 -4.30621
C: 0.71302 -0.81622 -4.73701
C: 1.94179 -0.78180 -4.04538
H: 2.51892 -1.64839 -3.72864
H: 3.17754 1.03522 -3.36386
H: -0.65600 0.82948 -5.43352
H: 0.19119 -1.72312 -5.05585
F: 1.02521 -0.08636 1.32379
B: 0.86588 0.06362 2.83420
F: 0.04463 1.17796 2.99482
F: 0.26960 -1.11913 3.25376
F: 2.15392 0.25484 3.29660



Molecular formula: C10H10BBrF4Pt
Method: DFT, ωB97M-V/def2-TZVPD

Values from the calculation:
**Multiplicity**: 3
**<S²>**: 2.007
**Charge**: -2
**LUMO level (alpha / beta)**: 5.08 / 5.02 eV
**Largest force on an atom**: 4.39 eV Å⁻¹
**Electronic energy**: -3504.80822 Ha
**HOMO energy (alpha / beta)**: -0.1 / -0.1 eV

Cartesian coordinates (Å):
C: 1.96571 -0.05264 0.97987
C: 1.86244 -1.13740 1.94241
C: 2.06022 -2.36394 1.21276
H: 1.64222 -1.04617 3.01004
C: 2.13159 -2.08803 -0.20140
C: 2.12761 -0.64084 -0.35122
H: 2.19190 -0.10136 -1.28739
H: 1.90490 1.00240 1.20580
H: 2.06421 -3.33946 1.65935
H: 2.20418 -2.82815 -0.99972
Pt: 0.02419 -1.19198 0.41928
Br: -1.27303 0.75013 0.62677
C: -2.96655 2.89078 -1.88208
C: -1.87188 3.08114 -2.78857
C: -0.91738 3.94609 -2.15500
H: -1.78373 2.65100 -3.78836
C: -1.42433 4.29004 -0.85791
C: -2.69051 3.63796 -0.68924
H: -3.33310 3.70259 0.19073
H: -3.85839 2.28919 -2.06832
H: 0.02452 4.29025 -2.58775
H: -0.93622 4.94008 -0.12839
F: -0.07012 -3.23166 1.17244
B: 0.21638 -4.72466 1.78820
F: 0.68775 -4.45835 3.03457
F: -1.10607 -5.02525 1.62690
F: 1.12351 -5.24175 0.91627



Molecular formula: C10H10BrCdF5OTe
Method: DFT, ωB97M-V/def2-TZVPD

Values from the calculation:
**Charge**: -2
**LUMO level (alpha / beta)**: 3.59 / 3.59 eV
**Energy above the lowest of the compared OMol25 structures with the same formula, charge and spin**: 4.942 eV
**Largest force on an atom**: 5.57 eV Å⁻¹
**Electronic energy**: -3971.25103 Ha
**HOMO energy (alpha / beta)**: -0.5 / -0.5 eV

Cartesian coordinates (Å):
C: 2.19222 1.46390 0.49924
C: 1.64451 1.03811 1.71708
C: 1.58849 -0.37700 1.69087
H: 1.28331 1.66621 2.51045
C: 2.12245 -0.81485 0.46552
C: 2.46403 0.31518 -0.29084
H: 2.87046 0.30557 -1.28683
H: 2.36443 2.48417 0.20714
H: 1.16464 -1.00484 2.45141
H: 2.19056 -1.83437 0.13949
Cd: 0.18517 0.44070 0.05983
Br: -1.40893 0.34033 2.05880
C: -1.60928 0.82231 -1.33297
C: -0.43242 0.75850 -2.11866
C: 0.38417 1.83611 -1.74869
H: -0.19453 -0.00931 -2.83153
C: -0.27699 2.56176 -0.72227
C: -1.51921 1.95040 -0.49860
H: -2.24535 2.25043 0.23151
H: -2.40757 0.10465 -1.33445
H: 1.34900 2.06674 -2.16272
H: 0.09646 3.43155 -0.21123
F: -2.47924 -3.29639 -1.41352
Te: -1.67955 -2.81147 0.36002
F: -3.08284 -1.38464 0.50555
F: -0.88903 -2.42648 2.15881
F: -2.96668 -4.04765 1.29100
F: -0.34039 -4.29436 0.21115
O: -0.36788 -1.53525 -0.60558



Molecular formula: C10H10BrClMn
Method: DFT, ωB97M-V/def2-TZVPD

Values from the calculation:
**Multiplicity**: 5
**<S²>**: 6.285
**Charge**: -1
**LUMO level (alpha / beta)**: 1.64 / 3.44 eV
**Largest force on an atom**: 2.42 eV Å⁻¹
**Electronic energy**: -4572.31310 Ha
**HOMO energy (alpha / beta)**: -3.6 / -4.1 eV

Cartesian coordinates (Å):
C: -2.23067 -1.00551 0.49752
C: -1.58757 -1.19157 -0.77956
C: -1.33386 0.11663 -1.34760
H: -1.35821 -2.15657 -1.24574
C: -1.80660 1.11045 -0.40318
C: -2.36130 0.42170 0.72839
H: -2.78482 0.87902 1.62581
H: -2.52890 -1.79087 1.19296
H: -0.94261 0.31678 -2.35191
H: -1.77330 2.19699 -0.54151
Mn: -0.02013 -0.09220 0.58067
Cl: 0.15523 -1.97094 2.02145
C: 2.32679 0.05883 0.86022
C: 1.94436 1.31393 0.25052
C: 1.43726 1.02359 -1.07916
H: 1.99413 2.30213 0.71892
C: 1.52709 -0.39679 -1.29297
C: 2.09309 -1.00113 -0.09426
H: 2.27071 -2.06719 0.06371
H: 2.70402 -0.06978 1.87302
H: 1.07592 1.77081 -1.79149
H: 1.25243 -0.94378 -2.20026
Br: -0.05308 1.17547 2.71448



Molecular formula: C10H10BrN3O
Method: DFT, ωB97M-V/def2-TZVPD

Values from the calculation:
**LUMO level (alpha / beta)**: -0.86 / -1.02 eV
**Energy above the lowest of the compared OMol25 structures with the same formula, charge and spin**: 1.092 eV
**Largest force on an atom**: 2.52 eV Å⁻¹
**Electronic energy**: -3200.34522 Ha
**HOMO energy (alpha / beta)**: -7.6 / -8.3 eV

Cartesian coordinates (Å):
C: -1.74630 3.28609 -0.37095
C: -1.16776 2.71873 -1.53228
C: -1.22921 3.02492 0.85862
C: -0.08676 1.90621 -1.44456
C: -0.16988 2.09421 1.02105
C: 0.47778 1.58527 -0.16786
C: 2.03787 -1.68048 0.44774
C: 1.48152 0.70052 -0.06645
C: 2.29589 -0.30047 0.04879
C: -0.15031 -1.72747 1.43455
N: 1.04046 -2.24331 0.99383
N: -0.46738 -0.51834 1.41507
N: -0.67528 -4.36991 -1.02625
O: -1.11929 0.50204 1.60070
Br: 4.21292 -0.00430 -0.37017
H: -2.58172 3.96159 -0.47543
H: -1.58367 2.96107 -2.49829
H: -1.64756 3.48138 1.74332
H: 0.39689 1.50156 -2.32047
H: 0.40048 2.12098 1.94335
H: 2.87410 -2.34630 0.25969
H: -0.80973 -2.49782 1.83811
H: 0.23516 -4.63034 -0.66711
H: -0.66521 -4.51224 -2.02907
H: -1.35303 -5.01358 -0.63594



Molecular formula: C10H10BrNO2
Method: DFT, ωB97M-V/def2-TZVPD

Values from the calculation:
**LUMO level (alpha / beta)**: -1.55 / -0.96 eV
**Energy above the lowest of the compared OMol25 structures with the same formula, charge and spin**: 3.719 eV
**Largest force on an atom**: 1.51 eV Å⁻¹
**Electronic energy**: -3166.05062 Ha
**HOMO energy (alpha / beta)**: -7.6 / -9.1 eV

Cartesian coordinates (Å):
C: 0.21519 -3.01729 0.48352
C: -0.90639 -2.58690 -0.21602
C: 0.96499 -2.10515 1.21825
C: -1.29620 -1.27040 -0.16300
C: 0.59999 -0.77941 1.26311
C: -0.55684 -0.32487 0.58910
C: 0.47984 2.42822 -1.32375
C: -0.32332 2.16644 1.26321
C: -1.00409 1.00155 0.62849
C: 0.69716 2.14674 -2.72682
N: -0.02288 3.47621 -0.80328
O: -0.06088 4.63292 -1.20952
O: -0.50528 3.37998 0.57738
Br: -0.71900 0.89758 -3.38100
H: 0.50525 -4.05589 0.44833
H: -1.47785 -3.29123 -0.80017
H: 1.84305 -2.43617 1.75426
H: -2.15966 -0.94243 -0.72089
H: 1.19546 -0.08005 1.82683
H: -0.79348 2.38664 2.23380
H: 0.74502 1.97783 1.42191
H: -1.95413 1.22637 0.16608
H: 1.62967 1.61511 -2.90903
H: 0.60784 3.03000 -3.36612



electronic energy of number 6 (C10H10BrNO2)?
-3166.05062 Ha



Which value of largest force on an atom does entry 6 give?
1.51 eV Å⁻¹